{"formula": "C11H12", "method": "ωB97M-V with the def2-TZVPD basis set", "max_force_ha_per_bohr": 0.0730, "e_lumo_ev": -0.295, "relative_energy_kcal_mol": 48.6, "gap_ev": 6.925, "e_homo_ev": -7.22, "energy_ha": -426.214041, "smiles": "C=C/C(C)=c1/ccccc1=C", "species": ["H", "H", "H", "H", "H", "H", "H", "C", "C", "C", "H", "H", "C", "C", "H", "C", "H", "C", "C", "C", "C", "H", "C"], "coordinates": [[3.231998, 2.053647, 0.345340], [-1.443575, -1.012180, 1.411969], [-1.677483, 1.651904, -1.498133], [-3.719066, -1.471071, 0.912840], [-3.795218, -0.257585, -0.350628], [4.161372, -0.053800, 0.159165], [-2.429486, 2.092868, 0.112388], [-3.227072, -0.609954, 0.514803], [0.891449, -1.084150, -0.067909], [-1.940257, -0.478305, 0.645308], [2.652292, -2.206544, -0.245641], [0.715425, 2.272539, 0.315317], [2.521910, 1.196624, 0.136055], [-1.496232, 1.788115, -0.448228], [0.800227, -3.063157, -0.714221], [2.369617, -1.227718, -0.004575], [-0.847446, -1.995115, -0.586389], [1.227506, 1.393629, 0.074014], [0.354204, 0.272542, 0.022987], [3.101516, -0.121397, 0.160596], [0.182544, -2.127312, -0.599570], [-0.663124, 2.525020, -0.361795], [-0.971103, 0.461405, 0.066318]], "forces_ev_per_a": [[-1.0, -1.0, -0.3], [0.3, -1.1, 0.8], [-0.5, 0.1, -0.6], [-0.2, -0.1, 1.0], [0.3, 0.7, 0.3], [0.9, -0.8, 0.1], [1.0, -0.1, -0.8], [-2.0, -0.8, -2.2], [1.1, -0.8, -1.5], [2.3, 0.9, 0.1], [1.2, -1.2, 0.2], [0.4, 1.5, 0.0], [2.3, 1.5, 1.2], [0.0, 0.2, 1.6], [-1.5, 0.8, -0.1], [-1.9, 1.6, 0.2], [-1.7, -0.6, -0.9], [-0.4, -0.9, 0.0], [-0.6, -1.5, 0.4], [0.2, 0.1, -0.9], [3.3, 0.1, 1.8], [-1.5, -0.2, -0.3], [-2.0, 1.5, -0.1]]}